## 1
ORCA calculation (the ωB97M-V functional and the def2-TZVPD basis) on a 2-piece molecular cluster, C8H19NO overall.

The geometry in ORCA input format:
```
! RIJCOSX wB97M-V def2-TZVPD def2/J DEFGRID3
* xyz 1 2
C 0.5952 -1.4329 -0.5848
C -0.3217 -2.5094 -1.1475
C -1.4123 -0.1227 0.0292
C 0.7629 0.4549 -2.9954
C -0.4273 0.1571 -2.1437
O -1.5577 0.3720 -2.4454
N -0.1850 -0.1349 -0.7151
H 0.6868 -1.5730 0.4866
H 1.5473 -1.2097 -1.0282
H 0.2347 -3.4143 -1.3791
H -1.1173 -2.1996 -1.8305
H -1.1662 -0.1101 1.1071
H 0.4806 0.5842 -4.0257
H -1.0844 -2.7976 -0.4091
H -2.0402 0.7541 0.0247
H -2.1053 -0.9709 0.0403
H 1.3129 1.3154 -2.5963
H 1.5571 -0.2848 -2.8525
C 0.4890 0.6283 3.2844
C 1.9632 0.8341 2.8876
C -0.2936 1.8353 2.7631
H 0.2172 -0.3055 2.7989
H 0.4602 0.6469 4.3702
H 2.3272 1.8311 3.1620
H 2.0990 0.8498 1.7978
H 0.0031 2.7448 3.2804
H -0.1235 1.8539 1.6866
H 2.6267 0.1454 3.4123
H -1.3556 1.8329 3.0447
*
```

Computed properties:
LUMO level (spin up / spin down), eV: -3.56 / -8.36
<S²>: 0.762

---

## 2
ORCA calculation (the ωB97M-V functional and the def2-TZVPD basis) on a 2-piece molecular cluster, C8H19NO overall.

The geometry in ORCA input format:
```
! RIJCOSX wB97M-V def2-TZVPD def2/J DEFGRID3
* xyz 1 2
C -1.8412 -0.6180 3.1456
C -1.3434 0.7838 3.1229
C -2.7639 -1.0313 1.9912
H -2.2841 -1.0184 4.0925
H -0.8614 -1.2410 3.1759
H -0.9894 0.9753 4.1344
H -0.4728 0.8155 2.4623
H -3.3686 -1.8511 2.2643
H -2.1307 1.5204 2.7724
H -2.1512 -1.4744 1.2285
H -3.2837 -0.1255 1.6138
C -0.4272 0.4128 -0.7491
C -1.8252 0.5967 -1.4994
C 0.7461 -0.1988 -2.9214
C 3.2591 -0.5248 -1.3423
C 2.0885 0.0834 -0.7233
O 1.9790 0.4766 0.3984
N 0.9187 0.2368 -1.5548
H -0.3837 1.2603 -0.1124
H -0.4317 -0.6901 -0.4249
H -2.0271 1.3343 -2.2529
H -2.3563 1.2765 -0.7924
H 0.4362 -1.1877 -3.0596
H 3.7107 0.2683 -2.0240
H -2.3328 -0.2893 -1.6452
H -0.0997 0.4797 -3.2357
H 1.6555 0.0105 -3.3374
H 4.1240 -0.8723 -0.8756
H 3.0370 -1.3960 -1.9076
*
```

Computed properties:
LUMO level (spin up / spin down), eV: -3.27 / -7.90
<S²>: 0.763

---

What should be chosen as the most stable of them? Choose 1.

---

## 1
ORCA calculation (the ωB97M-V functional and the def2-TZVPD basis) on one molecule with the formula C7H8N2O2.

The geometry in ORCA input format:
```
! RIJCOSX wB97M-V def2-TZVPD def2/J DEFGRID3
* xyz 0 1
C -3.6121 -0.1673 0.1783
C -2.1373 0.3294 0.1085
C -1.1420 -0.3797 -0.2994
C 0.2885 -0.0635 -0.2170
C 0.7337 1.2352 -0.3122
C 2.1114 1.4426 -0.0244
O 2.6387 2.5826 0.1529
N 2.9242 0.2035 0.0564
C 2.3735 -1.0270 0.0536
O 3.1942 -2.0796 0.0270
N 1.0787 -1.1879 0.1081
H -4.0966 -0.1125 1.2009
H -4.0920 0.6953 -0.3637
H -3.8040 -1.1268 -0.3959
H -1.9087 1.4312 0.3184
H -1.2722 -1.4649 -0.2533
H 0.2603 2.2030 -0.4942
H 3.8969 0.3883 0.2437
H 2.5649 -2.9019 -0.0880
*
```

Computed properties:
LUMO level, eV: 0.31

---

## 2
ORCA calculation (the ωB97M-V functional and the def2-TZVPD basis) on C7H8N2O2 as an isolated structure.

The geometry in ORCA input format:
```
! RIJCOSX wB97M-V def2-TZVPD def2/J DEFGRID3
* xyz 0 1
C -1.7113 -1.3282 2.2835
C -0.1438 -0.5843 0.4653
C 1.0801 -0.8198 -0.1715
C 1.6916 -0.1546 -1.1376
C 0.7929 1.0016 -1.5018
C -0.3243 1.2572 -0.7819
C -0.8501 0.4578 0.1782
H -2.6797 -2.0278 1.6185
H -2.1429 -0.0658 2.1543
H -1.6642 -1.4677 3.6582
H -0.3288 -2.6257 1.1117
H 1.6395 -1.6801 0.0960
H 2.5681 -0.4124 -1.6113
H -0.6177 2.3499 -0.8957
H -1.8809 0.4788 0.5734
N -0.4387 -1.4005 1.4919
N 1.4342 2.0374 -2.3455
O 0.8919 3.0432 -2.6683
O 2.6841 1.9409 -2.5175
*
```

Computed properties:
LUMO level, eV: -0.23

---

## 3
ORCA calculation (the ωB97M-V functional and the def2-TZVPD basis) on one molecule with the formula C7H8N2O2.

The geometry in ORCA input format:
```
! RIJCOSX wB97M-V def2-TZVPD def2/J DEFGRID3
* xyz 0 1
C 1.9437 0.1394 0.1894
C 0.4832 0.0598 -0.0590
C -0.3392 0.9756 0.4242
C -1.7883 0.7267 0.4551
O -2.0561 0.3402 1.8120
N -2.2016 -0.3397 -0.4815
O -3.4523 -0.3825 -0.6684
C -1.4006 -1.2226 -0.9452
C 0.0678 -1.2889 -0.6032
C 0.1379 -2.3664 0.2764
N 0.2124 -3.3518 0.8515
H 2.2368 -0.7319 0.9712
H 2.3111 0.9810 0.7638
H 2.4872 0.2222 -0.7526
H 0.2247 1.8114 0.9177
H -2.2882 1.5584 0.0461
H -2.8114 -0.1692 1.9246
H -1.7660 -2.0464 -1.6121
H 0.6920 -1.6099 -1.5244
*
```

Computed properties:
LUMO level (spin up / spin down), eV: 0.54 / 0.54

---

What should be chosen as the most stable of them? Choose 1.

---

## 1
ORCA calculation (the ωB97M-V functional and the def2-TZVPD basis) on C4H3I as an isolated structure.

The geometry in ORCA input format:
```
! RIJCOSX wB97M-V def2-TZVPD def2/J DEFGRID3
* xyz 0 1
C -0.7541 -0.6732 -0.3339
C 0.8481 -1.4251 -0.1572
C 0.2847 0.2725 -0.2775
C 1.3011 -0.3292 0.5960
I 3.3853 -0.0603 -0.0362
H -1.7973 -0.9374 -0.7315
H 0.3935 1.1467 -1.0286
H 1.3456 -0.1181 1.6038
*
```

Computed properties:
LUMO level, eV: -0.42

---

## 2
ORCA calculation (the ωB97M-V functional and the def2-TZVPD basis) on a 2-piece molecular cluster, C4H3I overall.

The geometry in ORCA input format:
```
! RIJCOSX wB97M-V def2-TZVPD def2/J DEFGRID3
* xyz 0 1
C 2.5114 1.3418 -0.3224
C 1.6050 0.5395 -0.2236
C 0.8627 -0.6277 -0.0188
C 0.4403 -1.7910 -0.1073
H 3.0342 2.2606 -0.4024
H -0.3268 -2.5148 -0.0891
I -4.5631 0.4754 0.0562
H -3.5637 0.3162 1.1074
*
```

Computed properties:
LUMO level, eV: 0.42

---

What should be chosen as the most stable of them? Choose 2.

---

## 1
ORCA calculation (the ωB97M-V functional and the def2-TZVPD basis) on one molecule with the formula C5H9NOS.

The geometry in ORCA input format:
```
! RIJCOSX wB97M-V def2-TZVPD def2/J DEFGRID3
* xyz 0 1
O -0.6659 2.6806 -2.1658
C -1.5068 2.3456 -1.3521
N -1.4224 1.1992 -0.5911
C -1.3140 1.2294 0.8639
C -0.1728 0.7697 0.0019
C 0.1955 -0.6836 -0.0978
C 1.1380 -1.1047 1.0178
S 1.6913 -2.8289 0.9108
H -2.4727 2.8975 -1.2130
H -1.9288 0.5007 1.3816
H -1.2124 2.2175 1.3216
H 0.6615 1.4654 -0.0893
H 0.6466 -0.8771 -1.0507
H -0.7549 -1.2684 -0.0508
H 0.7002 -0.9511 2.0158
H 2.0789 -0.5205 0.9638
H 0.4649 -3.3798 1.0108
*
```

Computed properties:
LUMO level, eV: 0.72

---

## 2
ORCA calculation (the ωB97M-V functional and the def2-TZVPD basis) on one molecule with the formula C5H9NOS.

The geometry in ORCA input format:
```
! RIJCOSX wB97M-V def2-TZVPD def2/J DEFGRID3
* xyz 0 1
C -1.6047 -0.0883 -0.6177
C -0.1036 0.0538 -0.4190
C 0.6243 0.2924 -1.7481
C 0.5152 -1.0096 0.5436
N 0.4775 -0.3308 1.8174
C 0.3892 0.9950 1.6704
S 0.5947 2.1208 2.8244
O 0.0694 1.2620 0.2757
H -1.8247 0.7197 -1.3170
H -2.2485 0.0143 0.4056
H -1.6934 -1.0728 -0.9560
H 1.6396 -0.2898 -1.6379
H 0.8471 1.4353 -1.8855
H 0.0094 -0.0324 -2.5442
H 0.1086 -2.0561 0.6461
H 1.4610 -1.3614 0.2204
H 0.7390 -0.6521 2.7218
*
```

Computed properties:
LUMO level, eV: 0.57

---

What should be chosen as the most stable of them? Choose 2.

---

## 1
ORCA calculation (the ωB97M-V functional and the def2-TZVPD basis) on one molecule with the formula C5H9NOS.

The geometry in ORCA input format:
```
! RIJCOSX wB97M-V def2-TZVPD def2/J DEFGRID3
* xyz 0 1
O -0.8089 2.1463 -0.2065
C -0.7814 0.9943 0.2629
C -2.0644 0.3322 0.7510
S -2.9414 -0.6997 -0.4637
N 0.3761 0.3263 0.1714
C 1.5065 0.6041 -0.5898
C 2.0443 -0.7965 -0.2717
C 0.7294 -1.1069 0.3820
H -1.7295 -0.2968 1.6341
H -2.7874 1.1284 0.9464
H -2.6028 0.2284 -1.5566
H 1.0769 0.9510 -1.5665
H 2.0970 1.5066 -0.1881
H 2.6893 -0.8067 0.5771
H 2.3468 -1.4213 -1.0986
H 0.0472 -1.6395 -0.2276
H 0.8023 -1.4503 1.4441
*
```

Computed properties:
LUMO level, eV: 0.72

---

## 2
ORCA calculation (the ωB97M-V functional and the def2-TZVPD basis) on one molecule with the formula C5H9NOS.

The geometry in ORCA input format:
```
! RIJCOSX wB97M-V def2-TZVPD def2/J DEFGRID3
* xyz 0 1
C 1.4147 -0.9937 0.2837
C 1.2018 -2.2684 0.2759
C -0.6983 0.7491 1.0265
C 0.4059 1.5965 0.4995
C -1.5662 -0.2233 -1.1201
N -1.1804 -0.3353 0.3196
O 2.1934 0.8140 -1.4124
S 2.0204 0.6071 0.0137
H 1.8500 -2.9943 0.7060
H 0.2415 -2.6331 -0.0939
H -0.4513 0.4524 2.0753
H -1.4963 1.5496 1.1726
H 0.3244 2.0439 -0.5349
H 0.8813 2.3058 1.1310
H -2.4377 0.3214 -1.3107
H -0.8134 0.2346 -1.7045
H -1.8897 -1.2264 -1.3274
*
```

Computed properties:
LUMO level (spin up / spin down), eV: -0.12 / -0.29

---

What should be chosen as the most stable of them? Choose 1.

---

## 1
ORCA calculation (the ωB97M-V functional and the def2-TZVPD basis) on a 2-piece molecular cluster, C6H7NO2S2 overall.

The geometry in ORCA input format:
```
! RIJCOSX wB97M-V def2-TZVPD def2/J DEFGRID3
* xyz 0 1
C 1.1052 -2.3169 1.1226
C 0.7382 -1.1411 1.6600
C 2.0483 -2.2099 0.1251
C 1.4236 -0.0608 1.1426
C -1.3650 0.7620 0.1269
C -0.9221 1.7408 -0.8947
N -0.0999 1.3271 -1.8001
O -2.3030 1.0788 1.0478
O -1.0825 -0.4075 0.1071
S 2.4335 -0.6054 -0.1817
S 1.2083 1.5843 1.5158
H 0.6032 -3.2734 1.3904
H 0.2535 -0.8553 2.5782
H 2.3001 -3.0290 -0.5863
H -1.0161 2.8297 -0.9968
H -2.7854 1.9199 0.9196
H 0.2548 0.3940 -1.5619
H 0.6916 1.9503 -1.9394
*
```

Computed properties:
LUMO level (spin up / spin down), eV: -0.31 / -1.69

---

## 2
ORCA calculation (the ωB97M-V functional and the def2-TZVPD basis) on one molecule with the formula C6H7NO2S2.

The geometry in ORCA input format:
```
! RIJCOSX wB97M-V def2-TZVPD def2/J DEFGRID3
* xyz 0 1
C -0.2812 -2.1364 0.1188
C -1.1275 -1.0633 0.1955
C -0.6837 0.2125 0.4060
C 1.7993 -0.4931 -0.0767
C -2.6094 -1.3139 0.0559
C 2.8666 1.8792 -0.5181
N -1.0100 1.4806 0.3477
O -2.0508 1.5508 1.0605
O -0.3909 2.4057 -0.1432
S 1.4529 -2.0981 0.2078
S 3.2229 0.2698 0.2692
H -0.6680 -3.1306 -0.0257
H -3.0745 -1.1947 1.0313
H -3.0619 -0.5912 -0.6165
H -2.7966 -2.3193 -0.3100
H 1.8001 2.0762 -0.4455
H 3.1749 1.8224 -1.5570
H 3.4377 2.6434 -0.0001
*
```

Computed properties:
LUMO level, eV: -1.03

---

What should be chosen as the most stable of them? Choose 1.